1.
105
Properties=species:S:1:pos:R:3 method="wB97M-V/def2-TZVPD" e_tot_ha=-4827.83533 charge=0 homo_lumo_gap_ev=8.7 smiles="CB(O)[C@H]1CCS(=O)(=O)O[C@@H]1C[C@@H]1CO1.CCOS(C)(=O)=O.CCOS(C)(=O)=O.CCOS(C)(=O)=O.CCOS(C)(=O)=O.CCOS(C)(=O)=O"
C 1.92 0.52 2.21
B 1.08 0.23 0.83
O 1.64 0.86 -0.34
C -0.23 -0.72 0.79
C -0.37 -1.36 2.27
C -1.61 -2.38 2.32
S -2.75 -2.27 0.88
O -2.53 -3.52 0.05
O -4.17 -2.26 1.32
O -2.50 -0.97 -0.11
C -1.61 0.03 0.51
C -1.55 1.22 -0.52
C -1.35 2.65 0.35
C -2.60 2.96 1.42
O -2.31 3.72 0.02
H 2.19 -0.43 2.76
H 1.40 1.29 2.85
H 2.92 0.99 1.92
H 1.45 0.33 -1.13
H -0.11 -1.59 0.05
H -0.59 -0.50 2.98
H 0.56 -1.92 2.58
H -2.18 -2.27 3.29
H -1.18 -3.43 2.35
H -2.15 0.35 1.46
H -0.70 1.18 -1.26
H -2.56 1.39 -0.98
H -0.26 2.94 0.68
H -1.75 3.12 2.22
H -3.07 3.94 1.70
O 2.14 7.86 -0.69
S 1.50 7.95 -1.98
O 0.87 9.16 -2.42
O 0.46 6.73 -2.13
C -0.54 6.55 -1.12
C -1.67 7.55 -1.27
C 2.64 7.43 -3.23
H -0.09 6.60 -0.12
H -0.94 5.54 -1.24
H -1.32 8.57 -1.06
H -2.48 7.32 -0.57
H -2.06 7.54 -2.29
H 3.09 6.49 -2.92
H 3.40 8.20 -3.33
H 2.10 7.31 -4.17
O 5.60 0.68 2.18
S 6.23 -0.38 1.45
O 5.71 -1.72 1.46
O 7.80 -0.43 1.82
C 8.16 -0.53 3.20
C 7.98 -1.95 3.72
C 6.42 0.13 -0.24
H 7.60 0.18 3.81
H 9.21 -0.26 3.27
H 6.93 -2.23 3.75
H 8.38 -2.04 4.73
H 8.49 -2.67 3.07
H 6.85 1.13 -0.25
H 5.43 0.14 -0.70
H 7.06 -0.59 -0.75
O 2.04 -3.10 -2.59
S 1.39 -2.99 -3.87
O 0.72 -1.78 -4.26
O 0.38 -4.23 -4.06
C -0.60 -4.47 -3.05
C -1.76 -3.50 -3.15
C 2.54 -3.43 -5.14
H -0.15 -4.44 -2.05
H -0.97 -5.49 -3.21
H -1.44 -2.48 -2.91
H -2.55 -3.77 -2.46
H -2.16 -3.47 -4.17
H 3.02 -4.37 -4.87
H 3.28 -2.64 -5.22
H 2.00 -3.53 -6.08
O -2.15 -4.55 4.90
S -3.32 -4.46 5.74
O -3.46 -3.43 6.74
O -3.58 -5.89 6.43
C -2.52 -6.49 7.18
C -2.35 -5.85 8.54
C -4.75 -4.44 4.71
H -1.58 -6.46 6.61
H -2.78 -7.54 7.31
H -2.00 -4.82 8.45
H -1.63 -6.40 9.14
H -3.31 -5.82 9.07
H -4.68 -5.24 3.98
H -4.79 -3.47 4.20
H -5.64 -4.56 5.34
O -2.83 0.36 -3.72
S -2.31 1.52 -4.39
O -2.20 2.79 -3.73
O -3.10 1.72 -5.79
C -4.53 1.80 -5.75
C -5.00 3.16 -5.27
C -0.74 1.11 -5.09
H -4.95 1.00 -5.14
H -4.88 1.65 -6.77
H -4.75 3.32 -4.22
H -6.08 3.25 -5.37
H -4.52 3.96 -5.84
H -0.82 0.17 -5.63
H -0.03 1.01 -4.27
H -0.43 1.92 -5.75

2.
13
Properties=species:S:1:pos:R:3 method="wB97M-V/def2-TZVPD" e_tot_ha=-344.26404 e_above_lowest_ev=1.257 charge=-1 homo_lumo_gap_ev=8.6
O -2.67 0.44 1.82
C -2.33 -0.69 1.33
O -1.17 -1.23 1.48
H -2.94 -1.39 0.73
H 0.42 -1.30 0.84
C 0.55 0.07 -0.53
O 1.13 -1.02 0.22
C 1.62 1.01 -1.10
H -0.05 -0.33 -1.41
H -0.23 0.56 0.07
H 1.64 2.00 -0.52
H 2.62 0.59 -0.82
H 1.39 1.30 -2.12

3.
9
Properties=species:S:1:pos:R:3 method="wB97M-V/def2-TZVPD" e_tot_ha=-1041.87915 e_above_lowest_ev=2.870 charge=-1 homo_lumo_gap_ev=6.0 smiles="O=c1ccsn1[S-]"
C -0.02 0.92 -0.52
C 0.87 0.18 -1.17
C -0.55 0.30 0.75
N -0.25 -0.95 0.87
O -1.32 0.87 1.55
S -0.80 -2.08 1.94
S 0.99 -1.48 -0.62
H -0.31 1.92 -0.57
H 1.40 0.32 -2.23

4.
45
Properties=species:S:1:pos:R:3 method="wB97M-V/def2-TZVPD" e_tot_ha=-1271.81239 e_above_lowest_ev=0.000 charge=0 homo_lumo_gap_ev=9.1 smiles="COc1cc(OC)cc([C@H]2C(C#N)=C(N)Oc3n[nH]c(-c4cccnc4)c32)c1"
C 2.74 -2.99 -1.89
H 3.57 -2.33 -1.63
O 1.80 -2.33 -2.72
C 1.18 -1.22 -2.24
C 0.30 -0.59 -3.11
C -0.40 0.55 -2.73
C -0.23 1.05 -1.44
C 0.65 0.42 -0.57
C 1.37 -0.70 -0.96
H 2.05 -1.16 -0.27
C 0.79 0.92 0.85
C -0.37 0.46 1.68
C -0.97 -0.77 1.86
N -1.93 -0.59 2.80
N -2.00 0.68 3.23
C -1.06 1.31 2.56
O -0.83 2.64 2.70
C 0.06 3.16 1.81
C 0.81 2.44 0.94
C 1.69 3.11 0.08
N 2.41 3.68 -0.61
N 0.05 4.53 1.86
H 0.83 5.01 1.44
H -0.36 4.94 2.68
H -2.57 -1.28 3.17
C -0.73 -2.06 1.21
C -1.08 -2.27 -0.12
C -0.81 -3.50 -0.70
C -0.19 -4.47 0.08
N 0.14 -4.29 1.35
C -0.13 -3.12 1.90
H 0.16 -3.01 2.93
H 0.05 -5.45 -0.33
H -1.05 -3.69 -1.73
H -1.55 -1.49 -0.69
H 1.72 0.52 1.27
H -0.77 1.92 -1.10
O -1.22 1.08 -3.66
C -1.87 2.29 -3.37
H -2.41 2.57 -4.27
H -2.59 2.18 -2.55
H -1.16 3.08 -3.11
H 0.16 -0.99 -4.11
H 2.27 -3.37 -0.98
H 3.11 -3.83 -2.48

5.
57
Properties=species:S:1:pos:R:3 method="wB97M-V/def2-TZVPD" e_tot_ha=-2789.68468 e_above_lowest_ev=0.119 charge=+2 homo_lumo_gap_ev="7.4 / 4.9" multiplicity=5
Pt 0.29 -0.45 -0.38
C 2.34 -0.07 3.45
C 1.56 0.85 4.13
C 0.26 1.06 3.72
C -0.23 0.40 2.58
N 0.58 -0.42 1.86
C 1.80 -0.68 2.32
N -1.55 0.57 2.31
C -2.26 0.28 1.27
N -1.77 -0.15 0.05
C -2.79 -0.11 -0.87
N -2.68 -0.25 -2.15
C -1.62 -0.57 -2.94
C -1.88 -0.57 -4.32
C -0.92 -0.99 -5.21
C 0.30 -1.42 -4.72
C 0.52 -1.36 -3.35
N -0.39 -0.93 -2.48
C -4.04 0.22 -0.17
C -5.35 0.30 -0.62
C -6.32 0.63 0.32
C -5.98 0.88 1.65
C -4.67 0.80 2.09
C -3.71 0.46 1.16
H 3.34 -0.32 3.78
H 1.95 1.37 5.00
H -0.42 1.71 4.26
H 2.38 -1.41 1.76
H -2.87 -0.25 -4.64
H -1.12 -1.00 -6.27
H 1.08 -1.79 -5.38
H 1.47 -1.65 -2.93
H -5.60 0.11 -1.65
H -7.35 0.69 0.01
H -6.76 1.15 2.36
H -4.40 1.00 3.12
Cl 2.83 0.20 -0.79
C 2.87 1.67 0.12
C 4.06 2.07 0.67
C 4.12 3.27 1.37
C 2.99 4.06 1.53
C 1.79 3.66 0.97
Cl 0.38 4.60 1.20
C 1.70 2.45 0.22
S 0.23 2.08 -0.58
H 4.95 1.46 0.55
H 5.06 3.60 1.80
H 3.04 4.99 2.07
C 3.01 -3.91 -1.64
C 2.60 -3.31 -0.31
O 1.27 -2.74 -0.33
H 3.95 -4.44 -1.52
H 3.15 -3.14 -2.40
H 2.26 -4.63 -1.99
H 3.27 -2.50 -0.04
H 2.64 -4.07 0.48
H 0.64 -3.45 -0.52

6.
88
Properties=species:S:1:pos:R:3 method="wB97M-V/def2-TZVPD" e_tot_ha=-4814.62872 charge=+1 homo_lumo_gap_ev=7.7
C 1.39 -2.99 2.50
C 2.48 -2.14 1.75
O 2.08 -1.73 0.43
C 2.52 -0.41 0.12
C 1.66 0.06 -1.13
O 1.35 1.45 -1.11
C 0.23 1.79 -1.94
C 0.36 1.32 -3.44
C -0.53 0.10 -3.90
C 0.17 -1.32 -3.74
F -0.17 -2.07 -4.89
C 0.24 3.39 -1.97
C 1.75 3.92 -1.95
C 2.25 4.34 -0.52
C 3.62 5.13 -0.55
Br 3.93 5.78 1.31
N -0.59 4.00 -0.90
C -2.06 3.79 -1.13
C -2.94 4.26 0.06
F -2.63 5.57 0.41
F -2.73 3.42 1.16
C -4.47 4.20 -0.25
C -5.16 5.32 -0.87
C -6.59 5.22 -1.15
C -7.35 4.03 -0.86
C -6.67 2.92 -0.24
C -7.41 1.61 0.10
F -7.46 0.84 -1.05
F -8.72 1.84 0.43
F -6.80 0.85 1.04
C -5.27 3.03 0.06
C -2.32 2.29 -1.50
C -1.08 1.34 -1.17
O -0.85 1.34 0.27
B -1.33 0.17 0.88
O -0.44 -0.50 1.75
O -2.62 -0.35 0.74
H 0.53 -3.23 1.82
H 0.95 -2.33 3.30
H 1.81 -3.91 3.00
H 2.72 -1.23 2.35
H 3.38 -2.80 1.64
H 2.34 0.33 0.93
H 3.59 -0.48 -0.23
H 2.28 -0.14 -2.05
H 0.79 -0.64 -1.17
H 1.42 1.02 -3.63
H 0.17 2.14 -4.19
H -0.65 0.21 -5.01
H -1.57 0.08 -3.49
H 1.27 -1.12 -3.83
H -0.11 -1.84 -2.79
H -0.18 3.78 -2.94
H 2.44 3.23 -2.48
H 1.74 4.86 -2.57
H 2.46 3.39 0.04
H 1.54 4.99 0.05
H 4.49 4.48 -0.78
H 3.49 6.00 -1.23
H -0.31 3.75 0.07
H -0.46 5.02 -0.97
H -2.35 4.40 -2.04
H -4.65 6.27 -1.14
H -7.13 6.08 -1.60
H -8.44 3.91 -1.08
H -4.74 2.17 0.53
H -3.20 1.83 -1.00
H -2.49 2.18 -2.61
H -1.45 0.31 -1.40
H 0.02 0.22 2.23
H -2.52 -1.32 0.76
C 4.23 -8.83 2.88
C 4.73 -7.45 2.45
C 4.50 -6.35 3.51
O 3.16 -5.89 3.60
C 2.31 -6.73 4.36
N 4.11 -7.09 1.16
H 3.15 -8.92 2.79
H 4.66 -9.60 2.24
H 4.52 -9.05 3.91
H 5.81 -7.53 2.30
H 5.09 -5.48 3.22
H 4.88 -6.66 4.49
H 2.82 -7.20 5.20
H 1.85 -7.49 3.72
H 1.50 -6.11 4.76
H 4.52 -6.23 0.83
H 3.14 -6.85 1.35

7.
13
Properties=species:S:1:pos:R:3 method="wB97M-V/def2-TZVPD" e_tot_ha=-232.36087 e_above_lowest_ev=2.306 charge=0 homo_lumo_gap_ev=9.2 smiles=C[C@@H]1C[C@H]1O
C -0.50 1.12 0.00
C 0.09 -0.21 -0.46
C -1.33 -0.11 0.48
C 1.38 -0.72 0.11
O -2.45 -0.56 -0.18
H -0.02 1.74 0.82
H -0.99 1.66 -0.82
H -0.47 -0.61 -1.32
H -1.28 -0.46 1.51
H 1.29 -1.77 0.40
H 1.60 0.03 0.92
H 2.11 -0.59 -0.72
H -2.43 -0.02 -1.05

8.
144
Properties=species:S:1:pos:R:3 method="wB97M-V/def2-TZVPD" e_tot_ha=-2610.58286 charge=0 homo_lumo_gap_ev=9.6 smiles="CN(C)C=O.CN(C)C=O.CCCC#N.CCCC#N.CCCC#N.CCCC#N.CCCC#N.CCCC#N.CCCC#N.CCCC#N.CCCC#N.CCCC#N"
C 2.92 -5.49 3.39
C 2.97 -4.13 4.09
C 1.55 -3.56 4.43
C 0.77 -3.31 3.24
N 0.13 -3.11 2.30
H 3.91 -6.03 3.31
H 2.54 -5.40 2.35
H 2.14 -6.07 3.99
H 3.40 -3.42 3.43
H 3.60 -4.11 5.04
H 1.75 -2.58 4.91
H 0.94 -4.22 5.07
C 3.13 0.23 2.65
C 3.41 1.73 2.91
C 2.83 2.19 4.25
C 1.37 1.97 4.24
N 0.26 1.73 4.11
H 2.02 0.03 2.56
H 3.45 -0.38 3.47
H 3.59 -0.23 1.75
H 3.13 2.30 2.01
H 4.46 1.96 3.09
H 3.06 3.20 4.58
H 3.28 1.46 4.99
C -1.32 -1.70 -5.38
C -2.28 -0.75 -6.26
C -1.82 -0.51 -7.67
C -0.75 0.50 -7.87
N 0.03 1.31 -8.05
H -1.58 -1.55 -4.37
H -0.25 -1.34 -5.41
H -1.48 -2.70 -5.83
H -2.36 0.24 -5.84
H -3.30 -1.18 -6.30
H -2.69 -0.19 -8.21
H -1.43 -1.46 -8.14
C -1.08 -2.38 7.31
C -1.52 -0.94 7.56
C -0.86 0.07 6.58
C 0.56 0.35 6.90
N 1.71 0.49 7.19
H -1.21 -2.60 6.27
H -1.77 -3.02 7.90
H -0.08 -2.67 7.57
H -1.22 -0.60 8.55
H -2.64 -0.88 7.46
H -1.29 1.07 6.59
H -0.89 -0.28 5.55
C -2.05 -4.63 -0.30
C -3.20 -4.23 -1.25
C -2.73 -4.17 -2.72
C -3.83 -4.21 -3.65
N -4.84 -4.15 -4.24
H -1.27 -3.88 -0.17
H -1.56 -5.54 -0.63
H -2.36 -4.90 0.72
H -3.56 -3.32 -0.87
H -4.01 -5.01 -1.18
H -2.12 -5.07 -2.91
H -2.10 -3.31 -2.82
C 3.59 5.68 1.50
C 3.61 6.31 0.16
C 2.24 6.34 -0.52
C 1.70 5.01 -0.72
N 1.21 3.99 -0.63
H 3.19 4.67 1.54
H 2.89 6.25 2.16
H 4.52 5.63 2.06
H 4.39 5.89 -0.46
H 3.89 7.36 0.23
H 2.33 6.80 -1.50
H 1.56 6.94 0.04
C -4.76 -0.80 -3.25
C -5.49 0.48 -3.28
C -4.97 1.56 -2.26
C -4.82 1.15 -0.89
N -4.73 0.88 0.23
H -3.66 -0.69 -3.32
H -5.07 -1.43 -4.10
H -4.98 -1.28 -2.28
H -6.56 0.32 -3.11
H -5.44 0.98 -4.23
H -5.65 2.41 -2.22
H -4.02 1.93 -2.59
C 0.57 1.48 -4.36
C 0.36 2.87 -3.65
C -1.06 3.03 -3.09
C -2.06 2.59 -4.10
N -2.74 2.20 -4.96
H 0.09 1.54 -5.33
H -0.01 0.74 -3.79
H 1.57 1.14 -4.63
H 0.55 3.66 -4.40
H 1.07 3.05 -2.85
H -1.31 4.04 -2.88
H -1.19 2.36 -2.26
C 2.78 0.78 -1.07
C 4.25 0.22 -1.05
C 5.24 1.26 -1.70
C 5.17 2.42 -0.74
N 5.06 3.12 0.18
H 2.10 -0.03 -0.83
H 2.57 1.10 -2.14
H 2.63 1.63 -0.44
H 4.29 -0.63 -1.67
H 4.58 -0.01 -0.02
H 4.81 1.60 -2.64
H 6.29 0.99 -1.84
C -0.64 1.50 0.89
C -0.76 0.00 1.24
C -1.83 -0.71 0.39
C -1.42 -0.68 -1.05
N -1.12 -0.58 -2.12
H -0.26 1.71 -0.09
H -0.05 1.87 1.72
H -1.65 1.90 0.98
H -1.00 -0.14 2.30
H 0.25 -0.50 1.13
H -2.80 -0.16 0.35
H -1.98 -1.75 0.65
C -3.66 2.24 5.55
O -3.92 1.51 6.49
N -3.49 1.88 4.29
C -3.05 2.79 3.23
C -3.62 0.48 3.87
H -3.46 3.29 5.74
H -3.21 3.82 3.47
H -3.63 2.55 2.32
H -1.99 2.72 2.97
H -4.00 0.49 2.86
H -2.58 0.03 3.83
H -4.13 -0.05 4.65
C 4.05 -3.13 -2.33
O 5.24 -2.84 -2.42
N 3.15 -2.90 -3.28
C 1.74 -3.17 -3.05
C 3.38 -2.08 -4.43
H 3.60 -3.61 -1.42
H 1.35 -3.76 -3.92
H 1.18 -2.27 -2.83
H 1.66 -3.92 -2.23
H 3.15 -1.00 -4.38
H 4.45 -2.11 -4.65
H 2.99 -2.50 -5.32